[1]
DFT (wB97M-V/def2-TZVPD) results for the molecule C11H12O2.

**SMILES string**: CCCC#CC#C/C=C/C(=O)OC
**Gap between HOMO and LUMO**: 8.361 eV
**Spin multiplicity**: 1
**Energy**: -576.69153 Eh
**Relative energy (zero: lowest compared OMol25 entry of this formula, charge and spin)**: 431.21 kJ/mol

Each line ends with the Löwdin charge.
CARTESIAN COORDINATES (ANGSTROEM)
O1 0.2559 -0.8853 -5.0318  0.0907
C1 -1.0953 0.0029 0.2292  -0.0038
C2 -1.2008 0.3061 1.6295  -0.0213
C3 -0.9738 -0.2260 -0.9638  -0.0234
C4 -1.2598 0.5516 2.8018  -0.0279
O2 1.3855 -2.7519 -4.3154  -0.0472
C5 0.6072 -1.6360 -4.1370  -0.4970
C6 -0.7327 -0.4071 -2.3736  -0.0324
C7 0.2299 -1.3355 -2.7828  0.0099
C8 1.8295 -2.9659 -5.6643  -0.0523
C9 -0.0517 3.1108 3.9414  -0.1074
C10 -1.2486 0.7869 4.2728  -0.2013
C11 -0.0963 1.7413 4.6864  -0.2497
H1 -1.3574 0.1059 -3.1294  0.1269
H2 0.7604 -1.9075 -2.0439  0.1132
H3 2.4988 -3.8358 -5.6788  0.0957
H4 2.3130 -2.0452 -6.0635  0.1060
H5 0.9942 -3.1850 -6.2919  0.0788
H6 -1.0526 3.5510 3.9126  0.0711
H7 0.3229 3.0318 2.9196  0.0659
H8 0.6029 3.8220 4.4623  0.0672
H9 -2.2369 1.1922 4.5513  0.1157
H10 -1.1192 -0.1881 4.7944  0.1206
H11 0.8476 1.2243 4.5188  0.1022
H12 -0.2227 1.9426 5.7560  0.1001

Cartesian forces (eV/Å) of the 6 atoms listed first:
O 0.6 -1.0 -0.1
C -0.1 0.3 0.7
C 0.2 -0.6 -2.7
C 0.0 0.5 0.7
C 0.1 -0.1 1.2
O -0.5 0.9 0.4

***

[2]
DFT (wB97M-V/def2-TZVPD) results for a cluster of 2 separate species, C11H12S in total.

**SMILES string**: C1=CCC2=CSCC2=C1.C#CC
**Gap between HOMO and LUMO**: 7.549 eV
**Spin multiplicity**: 1
**Energy**: -824.33939 Eh
**Relative energy (zero: lowest compared OMol25 entry of this formula, charge and spin)**: 341.19 kJ/mol

Each line ends with the Löwdin charge.
CARTESIAN COORDINATES (ANGSTROEM)
C1 1.7079 1.9823 0.2363  -0.0728
C2 2.4241 1.2230 -0.6027  -0.1269
C3 0.4570 1.4521 0.8379  -0.1540
C4 2.0995 -0.1207 -0.9597  -0.0555
C5 0.3640 -0.0551 0.7913  -0.2567
C6 1.1012 -0.7625 -0.2679  -0.2360
C7 -0.4233 -0.9040 1.4927  -0.3869
C8 -2.2903 0.5015 -0.2960  -0.1936
C9 0.8600 -2.2936 -0.3552  -0.3557
C10 -2.9810 -0.7115 -0.5724  -0.1275
C11 -1.9480 1.6974 -0.4502  0.0872
S1 -0.3653 -2.5763 0.9995  0.8727
H1 2.0730 3.0154 0.3847  0.1117
H2 3.3660 1.6559 -0.9750  0.1050
H3 0.3611 1.7774 1.9144  0.1559
H4 2.7499 -0.8134 -1.5748  0.1293
H5 0.5577 -2.7604 -1.2546  0.0541
H6 1.9408 -2.6500 -0.1013  0.1180
H7 -3.6992 -1.0986 0.1642  0.0941
H8 -3.2784 -0.7172 -1.7064  0.1334
H9 -2.2149 -1.4665 -0.5550  0.0070
H10 -1.6932 2.6523 0.0373  0.0697
H11 -0.9027 -0.8291 2.4802  0.0861
H12 -0.2660 1.8017 0.3327  -0.0587

Cartesian forces (eV/Å) of the 6 atoms listed first:
C 1.0 0.1 -0.5
C 1.3 1.4 -0.2
C 5.6 -2.6 5.5
C -0.7 -2.9 0.6
C -0.3 -0.8 -0.5
C 0.6 0.5 -1.3

***

[3]
DFT (wB97M-V/def2-TZVPD) results for a cluster of 2 separate species, C11H13B in total.

**Expectation value of S²**: 2.011
**Gap between HOMO and LUMO (spin up / spin down)**: 7.771 / 8.372 eV
**Spin multiplicity**: 3
**Energy**: -451.59007 Eh

Each line ends with the Löwdin spin population.
CARTESIAN COORDINATES (ANGSTROEM)
B1 0.8938 0.0993 0.7366  0.6759
C1 -4.3723 1.4489 -2.0818  -0.0211
C2 -3.1597 1.7359 -2.6857  0.0322
C3 -4.4165 0.9184 -0.8046  0.0322
C4 -1.9719 1.4949 -2.0021  0.1012
C5 -3.2320 0.6610 -0.1191  0.1001
C6 -2.0521 0.9639 -0.7426  0.7491
C7 2.5160 0.0386 2.4791  0.0261
C8 3.1650 -0.2540 1.3623  0.0253
C9 1.0389 0.2875 2.2814  0.1019
C10 2.2952 -0.2760 0.1236  0.1059
C11 2.3907 -1.6233 -0.6109  0.0093
H1 -5.2934 1.6408 -2.6139  -0.0008
H2 -3.1328 2.1419 -3.6883  0.0057
H3 -5.3662 0.6982 -0.3366  0.0057
H4 -1.0222 1.7226 -2.4641  0.0139
H5 -3.2541 0.2351 0.8733  0.0135
H6 2.9619 0.1009 3.4599  0.0048
H7 4.2189 -0.4709 1.2920  0.0049
H8 0.7551 1.2762 2.6516  0.0024
H9 0.4465 -0.4193 2.8703  0.0030
H10 2.6524 0.4937 -0.5728  0.0030
H11 3.4057 -1.7971 -0.9644  -0.0003
H12 1.7173 -1.6392 -1.4633  0.0045
H13 2.1177 -2.4357 0.0599  0.0015

Cartesian forces (eV/Å) of the 6 atoms listed first:
B 0.3 -0.2 0.0
C -0.2 0.1 -0.1
C 0.0 0.0 0.0
C 0.1 -0.1 0.1
C 0.4 0.0 0.0
C 0.1 -0.1 0.3

***

[4]
DFT (wB97M-V/def2-TZVPD) results for a structure of composition C11H13BiClO3S.

**Gap between HOMO and LUMO**: 7.783 eV
**Spin multiplicity**: 1
**Energy**: -1725.62664 Eh
**Charge**: -1

Each line ends with the Löwdin charge.
CARTESIAN COORDINATES (ANGSTROEM)
C1 -2.4113 -1.2514 -0.4554  -0.2807
C2 -1.7827 -1.4397 -1.7482  -0.2459
C3 -1.5563 -0.1292 -2.3297  -0.2479
H1 -1.4794 -2.4066 -2.1791  0.1016
C4 -2.0091 0.8720 -1.3807  -0.2363
C5 -2.5384 0.1722 -0.2195  -0.2599
H2 -2.9083 0.6330 0.6977  0.0986
H3 -2.6533 -2.0332 0.2682  0.0858
H4 -1.0588 0.0789 -3.2919  0.0949
H5 -1.8976 1.9632 -1.4733  0.1055
Bi1 -0.1644 -0.2926 -0.1976  1.5294
Cl1 0.0526 -2.3057 1.1868  -0.0501
C6 2.2663 -0.1760 -0.0903  -0.3087
C7 1.8825 1.0806 -0.7060  -0.2513
C8 1.3940 0.7915 -2.0398  -0.2307
H6 1.8713 2.0626 -0.2091  0.0989
C9 1.4868 -0.6345 -2.2520  -0.2346
C10 2.0380 -1.2347 -1.0608  -0.2792
H7 2.1488 -2.3124 -0.8655  0.0817
H8 2.5850 -0.3099 0.9509  0.0793
H9 0.9487 1.5325 -2.7265  0.0982
H10 1.1247 -1.1863 -3.1359  0.0976
C11 1.2047 0.5372 3.2988  -0.1247
S1 -0.5052 1.0377 2.5707  0.4758
O1 -1.3998 -0.0958 2.6978  -0.3969
O2 -0.8518 2.2625 3.2506  -0.3536
O3 -0.3745 1.4297 1.0258  -0.5684
H11 1.1498 0.7370 4.3816  0.0499
H12 2.0183 1.1459 2.8830  0.0491
H13 1.4195 -0.5285 3.1493  0.0223

Cartesian forces (eV/Å) of the 6 atoms listed first:
C -0.9 0.9 -1.2
C -1.3 0.9 -0.3
C -1.7 -0.1 0.5
H -0.2 0.7 0.3
C -1.2 -1.2 -0.7
C -1.0 -0.6 -1.6

***

[5]
DFT (wB97M-V/def2-TZVPD) results for the molecule C11H13Cl2FO4S.

**SMILES string**: C#CC[C@]1(CC=C)OS(=O)(=O)O[C@]1(F)[C@H](Cl)[C@@H](C)Cl
**Gap between HOMO and LUMO**: 10.634 eV
**Spin multiplicity**: 1
**Energy**: -2146.23489 Eh

Each line ends with the Löwdin charge.
CARTESIAN COORDINATES (ANGSTROEM)
C1 1.4966 -0.7710 3.4758  0.1320
C2 1.2140 -1.0509 2.3516  -0.1307
C3 0.9601 -1.4602 0.9744  -0.1293
C4 0.7454 -0.2744 0.0147  -0.3514
C5 1.8048 -0.4967 -1.1169  -0.1157
C6 3.2089 -0.2339 -0.6268  -0.1508
C7 3.8538 0.9266 -0.6578  0.0385
O1 0.9725 1.0575 0.5591  -0.1148
S1 0.3987 2.0994 -0.5058  0.6633
O2 1.3628 2.5697 -1.4306  -0.2027
O3 -0.4365 3.0464 0.1325  -0.1898
O4 -0.5506 1.0380 -1.3624  -0.0978
C8 -0.6644 -0.1208 -0.5564  -0.5108
F1 -0.9506 -1.2676 -1.2327  0.1188
C9 -1.8266 0.1895 0.3989  -0.5625
Cl1 -2.1402 -1.1381 1.5700  0.7519
C10 -3.1217 0.4926 -0.3941  -0.7343
C11 -4.0325 -0.6993 -0.6523  -0.1556
Cl2 -4.0128 1.7877 0.4534  0.6567
H1 1.7626 -0.7974 4.5052  0.0334
H2 0.0784 -2.0939 0.9798  0.0835
H3 1.7940 -2.0747 0.6572  0.1201
H4 1.7719 -1.5405 -1.4229  0.1255
H5 1.5791 0.0755 -2.0118  0.1206
H6 3.7361 -1.0837 -0.2093  0.1012
H7 4.8034 1.0060 -0.1468  0.0632
H8 3.5056 1.8050 -1.1730  0.0497
H9 -1.6314 1.0508 1.0241  0.0771
H10 -2.8645 0.8954 -1.3669  0.0990
H11 -4.6423 -0.4911 -1.5297  0.0819
H12 -3.4565 -1.5908 -0.8735  0.0663
H13 -4.7183 -0.8550 0.1730  0.0634

Cartesian forces (eV/Å) of the 6 atoms listed first:
C 0.1 -0.5 0.6
C 0.0 -0.1 -0.4
C -0.4 0.8 1.1
C 1.3 -0.8 -0.9
C 0.1 -0.1 -0.5
C 0.0 0.3 0.0

***

[6]
DFT (wB97M-V/def2-TZVPD) results for the ion C11H13Cl2N2 with charge +1.

**SMILES string**: C#Cn1c(Cl)c[n+](CC=C)c1CCCCl
**Gap between HOMO and LUMO**: 6.790 eV
**Spin multiplicity**: 1
**Energy**: -1456.01709 Eh
**Relative energy (zero: lowest compared OMol25 entry of this formula, charge and spin)**: 879.94 kJ/mol
**Charge**: +1

Each line ends with the Löwdin charge.
CARTESIAN COORDINATES (ANGSTROEM)
C1 3.1323 3.2042 0.9468  0.1511
C2 2.0526 2.6726 0.1784  -0.0440
N1 0.6173 2.1832 -0.1084  -0.0613
C3 -0.4581 3.0756 -0.6895  -0.4355
Cl1 -0.4187 4.8548 -1.2486  0.6045
C4 -1.7144 1.9902 -0.6864  0.0578
N2 -1.2981 0.6053 -0.1519  -0.0356
C5 -2.3224 -0.4707 -0.0666  -0.1971
C6 -1.8664 -1.9370 0.4572  -0.1647
C7 -1.8183 -2.4092 1.8848  0.0109
C8 0.1520 0.7745 0.1872  -0.0358
C9 1.0962 -0.4013 0.8154  -0.1058
C10 1.5171 -1.5974 -0.2250  -0.2233
C11 1.4287 -1.1989 -1.8136  -0.5254
Cl2 -0.2275 -1.5191 -2.5990  0.4974
H1 3.9938 3.6591 1.6369  0.1033
H2 -2.7907 2.3287 -1.0652  0.1523
H3 -2.7833 -0.6159 -1.1580  0.1390
H4 -3.2401 -0.1216 0.6104  0.1593
H5 -1.5236 -2.7376 -0.3573  0.0984
H6 -0.8139 -2.4185 2.5299  0.0834
H7 -2.8507 -2.7336 2.3897  0.0945
H8 2.1017 0.0861 1.2252  0.1294
H9 0.5388 -0.8839 1.7285  0.1030
H10 2.6559 -1.8602 0.0089  0.1354
H11 0.9011 -2.5758 0.0193  0.1141
H12 2.2096 -1.8698 -2.4074  0.1027
H13 1.7289 -0.0836 -2.0417  0.0920

Cartesian forces (eV/Å) of the 6 atoms listed first:
C -8.2 -3.8 -4.8
C 5.6 3.2 6.3
N 0.2 -0.4 0.1
C -3.2 -5.7 1.0
Cl 0.2 -3.9 1.3
C 3.3 2.3 0.1

***

[7]
DFT (wB97M-V/def2-TZVPD) results for a structure of composition C11H13ClORu.

**Expectation value of S²**: 8.786
**Gap between HOMO and LUMO (spin up / spin down)**: 5.946 / 7.191 eV
**Spin multiplicity**: 6
**Energy**: -1057.11609 Eh
**Relative energy (zero: lowest compared OMol25 entry of this formula, charge and spin)**: 0.00 kJ/mol
**Charge**: -1

Each line ends with the Löwdin spin population.
CARTESIAN COORDINATES (ANGSTROEM)
C1 -1.7067 1.6449 0.2882  0.1435
C2 -1.6398 0.5856 -0.6884  0.0401
C3 -0.4739 0.8810 -1.5200  0.0499
H1 -2.4208 -0.1224 -0.9162  0.0073
C4 0.2991 1.8994 -0.8641  0.1902
C5 -0.5497 2.4420 0.1541  0.1112
H2 -0.3439 3.4051 0.6424  0.0023
H3 -2.5666 1.8444 0.9423  0.0083
H4 -0.3369 0.5572 -2.5451  0.0025
H5 1.3321 2.1850 -1.1260  0.0092
Ru1 -0.0651 -0.5044 0.1969  3.1685
Cl1 -1.1762 -1.4874 1.9596  0.2461
C6 1.0793 -2.2917 0.1383  0.0653
C7 1.8748 -1.5897 -0.8139  0.1515
C8 1.1351 -1.4429 -1.9995  0.2292
H6 2.9024 -1.3007 -0.6612  0.0096
C9 -0.1885 -1.9144 -1.7719  0.1695
C10 -0.2447 -2.4685 -0.4436  0.0435
H7 -1.0792 -3.0228 -0.0221  0.0058
H8 1.3984 -2.7289 1.0796  0.0069
H9 1.5066 -1.0756 -2.9500  0.0131
H10 -1.0292 -1.9626 -2.4746  0.0103
C11 0.4141 1.3283 2.7243  0.0424
O1 0.8765 0.4846 1.6884  0.2552
H11 0.6480 2.3668 2.4321  0.0093
H12 1.0220 1.0692 3.6022  0.0060
H13 -0.6672 1.2186 2.9483  0.0035

Cartesian forces (eV/Å) of the 6 atoms listed first:
C 0.1 0.9 -0.3
C -0.4 2.1 -1.3
C -0.4 0.7 0.4
H -0.2 0.2 -0.2
C -1.5 0.3 -0.6
C -0.3 0.4 -0.3

***

[8]
DFT (wB97M-V/def2-TZVPD) results for a structure of composition C11H13F7N2O4S2SiW.

**Expectation value of S²**: 2.049
**Gap between HOMO and LUMO (spin up / spin down)**: 4.091 / 5.385 eV
**Spin multiplicity**: 3
**Energy**: -2688.50338 Eh
**Relative energy (zero: lowest compared OMol25 entry of this formula, charge and spin)**: 416.74 kJ/mol
**Charge**: +2

Each line ends with the Löwdin spin population.
CARTESIAN COORDINATES (ANGSTROEM)
W1 0.2372 -1.2671 -1.2816  1.0570
F1 5.7760 -0.3617 -0.8101  -0.0003
C1 4.6267 0.2914 -0.9216  -0.0001
F2 4.4995 0.8748 -2.1154  -0.0003
F3 4.5284 1.2107 0.0386  0.0000
S1 3.4820 -1.1951 -0.4728  0.0118
O1 4.1343 -2.3641 -1.0933  -0.0067
O2 3.4831 -0.9510 0.9731  -0.0059
N1 2.0370 -1.0786 -1.2696  -0.0840
S2 2.5320 -0.6294 4.1074  0.1970
O3 3.9404 -0.4682 4.5113  0.2176
O4 1.5290 -0.3947 5.0952  0.1749
C2 2.3872 -2.7761 4.0327  0.2523
F4 1.2162 -3.1781 4.5515  0.0529
F5 2.5265 -3.1339 2.7386  0.0442
F6 3.3816 -3.3398 4.7886  0.0552
C3 -2.5678 -0.8170 0.8907  0.0112
Si1 -2.4082 -0.2269 -0.7479  0.0154
C4 -0.4190 -3.2061 -2.0971  0.0142
C5 -3.6652 0.2822 -1.9429  -0.0003
N2 -0.6801 0.4004 -0.9286  -0.0136
C6 -0.9325 1.7531 -0.6369  0.0077
C7 -2.0722 1.9884 0.1642  -0.0004
C8 -2.9439 3.0340 -0.1419  -0.0038
C9 -2.5213 4.0580 -1.0347  -0.0048
C10 -1.2044 4.0838 -1.5520  0.0003
C11 -0.4465 2.9065 -1.3560  -0.0079
F7 0.7652 2.7161 -1.9420  -0.0004
H1 -2.8957 -1.8636 0.9204  -0.0004
H2 -3.2665 -0.2796 1.5597  0.0009
H3 -1.5355 -0.8696 1.3361  0.0094
H4 -0.9496 -3.8327 -1.4060  0.0012
H5 0.5551 -3.6524 -2.3445  0.0030
H6 -1.0866 -3.0600 -2.9719  0.0027
H7 -4.6494 0.2286 -1.4467  0.0000
H8 -3.7088 -0.4024 -2.7923  0.0000
H9 -3.4810 1.2258 -2.4290  0.0000
H10 -2.2774 1.4146 1.0612  0.0002
H11 -3.9776 3.0692 0.2827  -0.0002
H12 -3.2538 4.8261 -1.3396  -0.0001
H13 -0.6940 4.9846 -1.9772  0.0001

Cartesian forces (eV/Å) of the 6 atoms listed first:
W 4.3 1.4 -0.6
F -0.2 0.8 -0.3
C 0.3 0.2 0.1
F -0.2 -0.8 0.8
F -0.1 -0.5 -0.8
S 5.0 -1.2 0.5